DFT (ωB97M-V/def2-TZVPD) results for a molecular structure, C29H37IrN4O2PS2.

Summary:
ΔE to the lowest compared entry with this formula, charge and spin, eV: 0.000
F_max, hartree/bohr: 0.0088
Charge: +2
HOMO (alpha / beta), eV: -13.127 / -13.996
2S+1: 6

Geometry (Å):
Ir  -0.595  -0.227  0.895
C  -5.246  -0.087  0.030
C  -3.806  -0.371  0.314
N  -2.978  0.369  0.937
N  -3.328  1.530  1.552
C  -2.493  1.970  2.527
N  -2.871  3.055  3.194
S  -1.043  1.170  2.900
C  -3.211  -1.677  -0.091
C  -3.969  -2.641  -0.720
C  -3.390  -3.870  -1.025
C  -2.076  -4.088  -0.677
C  -1.367  -3.072  -0.046
N  -1.915  -1.889  0.240
H  -5.570  0.899  0.352
H  -5.889  -0.824  0.509
H  -5.416  -0.144  -1.046
H  -4.260  1.918  1.447
H  -3.746  3.527  3.022
H  -2.268  3.426  3.911
H  -5.001  -2.448  -0.972
H  -3.969  -4.636  -1.522
H  -1.582  -5.025  -0.887
H  -0.327  -3.190  0.233
O  1.698  -2.975  1.001
C  1.707  -2.323  2.021
O  0.808  -1.432  2.352
C  2.822  -2.459  3.014
C  3.828  -3.370  2.828
C  4.836  -3.499  3.793
C  4.838  -2.713  4.947
C  3.846  -1.785  5.153
C  2.819  -1.646  4.180
S  1.591  -0.534  4.408
H  3.823  -3.983  1.937
H  5.624  -4.224  3.641
H  5.621  -2.838  5.682
H  3.829  -1.173  6.043
C  0.901  3.653  -1.931
C  0.402  2.868  -0.712
C  -1.064  3.248  -0.508
C  1.229  3.279  0.511
P  0.452  1.014  -0.920
C  -0.347  0.698  -2.527
C  0.238  1.081  -3.739
C  -0.389  0.816  -4.946
C  -1.620  0.175  -4.970
C  -2.220  -0.196  -3.777
C  -1.584  0.063  -2.572
C  2.194  0.341  -1.026
C  3.156  1.057  -1.978
C  2.841  0.356  0.371
C  2.030  -1.114  -1.489
H  0.864  4.714  -1.676
H  0.263  3.510  -2.801
H  1.929  3.423  -2.203
H  -1.124  4.327  -0.349
H  -1.488  2.752  0.357
H  -1.670  3.001  -1.382
H  0.988  4.313  0.763
H  2.297  3.240  0.300
H  1.026  2.668  1.392
H  1.182  1.599  -3.758
H  0.086  1.116  -5.870
H  -2.105  -0.031  -5.914
H  -3.180  -0.695  -3.785
H  -2.056  -0.234  -1.650
H  3.363  2.080  -1.668
H  2.823  1.053  -3.011
H  4.105  0.517  -1.954
H  3.217  1.342  0.634
H  3.694  -0.327  0.361
H  2.163  0.031  1.159
H  1.633  -1.176  -2.502
H  1.384  -1.693  -0.825
H  3.012  -1.590  -1.481


DFT (ωB97M-V/def2-TZVPD) results for 5 unconnected molecules or ions with the total composition C29H37O14 in a non-equilibrium geometry.

Summary:
ΔE to the lowest compared entry with this formula, charge and spin, eV: 0.000
F_max, hartree/bohr: 0.0240
Charge: -1
HOMO, eV: -4.996

Geometry (Å):
C  0.442  -1.687  1.534
C  1.451  -1.436  0.442
O  2.212  -2.297  0.057
O  1.540  -0.192  -0.089
C  0.317  0.245  -0.743
C  0.379  1.759  -0.789
C  0.174  2.389  0.586
C  -1.308  2.644  0.972
C  -2.277  1.635  0.425
C  -2.735  1.593  -0.815
C  -3.666  0.490  -1.221
O  -4.554  0.663  -2.024
C  -3.376  -0.822  -0.551
C  -3.502  -2.173  -1.270
O  -3.664  -3.187  -0.562
O  -3.353  -2.107  -2.489
C  -2.959  -0.768  0.703
C  -2.809  0.565  1.337
O  -3.126  0.797  2.488
H  -0.116  -0.771  1.705
H  0.923  -1.970  2.461
H  -0.268  -2.430  1.183
H  0.285  -0.161  -1.748
H  -0.576  -0.119  -0.238
H  1.385  1.991  -1.144
H  -0.312  2.127  -1.537
H  0.651  1.748  1.322
H  0.673  3.354  0.583
H  -1.646  3.648  0.739
H  -1.367  2.570  2.056
H  -2.410  2.343  -1.521
H  -2.710  -1.659  1.254
O  4.461  2.852  -0.657
C  4.659  1.986  -1.457
O  3.715  1.540  -2.315
C  4.216  0.427  -3.069
C  5.732  0.552  -3.014
C  5.943  1.197  -1.647
H  3.856  -0.492  -2.600
H  3.833  0.476  -4.086
H  6.247  -0.398  -3.144
H  6.076  1.231  -3.797
H  6.013  0.454  -0.851
H  6.807  1.854  -1.625
O  -0.022  0.094  -3.608
C  0.305  -0.174  -4.721
O  1.285  0.500  -5.376
C  1.379  0.029  -6.730
C  0.764  -1.365  -6.712
C  -0.294  -1.233  -5.619
H  0.828  0.718  -7.375
H  2.424  0.021  -7.035
H  0.370  -1.673  -7.679
H  1.516  -2.096  -6.408
H  -1.244  -0.864  -6.007
H  -0.451  -2.158  -5.072
O  -6.234  5.767  4.327
C  -6.229  4.571  4.259
O  -5.105  3.846  4.083
C  -5.433  2.447  3.934
C  -6.799  2.292  4.584
C  -7.436  3.652  4.314
H  -5.447  2.205  2.871
H  -4.669  1.845  4.415
H  -7.365  1.449  4.194
H  -6.683  2.150  5.661
H  -7.942  3.683  3.348
H  -8.116  3.957  5.104
O  2.674  -3.383  6.107
C  3.109  -3.676  5.033
O  2.833  -2.980  3.906
C  3.412  -3.636  2.759
C  4.536  -4.493  3.323
C  3.995  -4.862  4.702
H  2.638  -4.231  2.272
H  3.767  -2.889  2.057
H  4.777  -5.348  2.696
H  5.440  -3.891  3.434
H  3.378  -5.761  4.673
H  4.783  -4.972  5.441


DFT (ωB97M-V/def2-TZVPD) results for C29H38BrClNO11P3S2 in the gas phase in a non-equilibrium geometry.

Summary:
F_max, hartree/bohr: 0.0977
SMILES: CCOCCOc1c(CCCS)c(CON=O)c(P(O)Cl)c2c1C(=O)c1c(CCCCO)c(CCCS)c(PP(=O)(O)O)c(Br)c1C2=O
HOMO, eV: -8.772

Geometry (Å):
C  -4.694  -3.802  2.020
C  -4.014  -4.429  0.691
O  -4.219  -3.437  -0.366
C  -3.182  -3.589  -1.394
C  -3.219  -2.215  -2.263
O  -1.930  -1.536  -2.282
C  -2.101  -0.124  -2.093
C  -2.667  0.826  -3.212
C  -3.013  0.149  -4.640
C  -1.571  0.001  -5.397
C  -0.970  -1.494  -5.333
S  0.620  -1.598  -4.327
C  -2.865  2.352  -3.026
C  -3.416  3.238  -4.255
O  -2.345  3.197  -5.275
N  -1.284  3.951  -4.883
O  -0.275  3.322  -4.866
C  -2.492  3.031  -1.661
P  -2.701  4.910  -1.312
O  -4.340  5.287  -1.766
Cl  -1.371  6.043  -2.505
C  -1.927  2.093  -0.564
C  -1.727  0.544  -0.754
C  -1.087  -0.247  0.498
O  -1.501  -1.358  0.895
C  0.112  0.552  1.225
C  1.417  -0.130  1.696
C  1.556  -1.701  1.476
C  1.342  -2.556  2.847
C  2.156  -3.947  2.674
C  3.672  -3.858  3.244
O  3.974  -5.187  3.768
C  2.500  0.789  2.336
C  3.866  0.064  2.780
C  5.033  0.297  1.672
C  4.446  0.478  0.175
S  5.778  0.266  -1.111
C  2.317  2.344  2.515
P  3.751  3.319  3.257
P  3.071  4.753  4.773
O  3.020  6.171  4.149
O  1.549  4.371  5.432
O  4.327  4.815  5.955
C  0.996  3.025  2.049
Br  0.662  4.987  2.198
C  -0.080  2.102  1.411
C  -1.469  2.711  0.857
O  -2.138  3.551  1.493
H  -3.949  -3.844  2.881
H  -4.984  -2.715  1.799
H  -5.644  -4.416  2.228
H  -4.550  -5.394  0.354
H  -2.896  -4.640  0.867
H  -2.144  -3.757  -0.950
H  -3.528  -4.496  -2.024
H  -4.074  -1.578  -1.842
H  -3.542  -2.548  -3.324
H  -3.513  -0.869  -4.538
H  -3.696  0.799  -5.283
H  -0.815  0.668  -4.829
H  -1.600  0.419  -6.465
H  -0.654  -1.763  -6.407
H  -1.733  -2.214  -4.891
H  0.296  -2.550  -3.351
H  -4.310  2.724  -4.758
H  -3.625  4.320  -3.960
H  -4.363  6.146  -2.248
H  2.640  -1.904  1.160
H  0.891  -2.116  0.634
H  0.226  -2.776  3.040
H  1.758  -1.954  3.738
H  1.608  -4.821  3.154
H  2.246  -4.166  1.557
H  3.738  -3.051  4.051
H  4.392  -3.599  2.395
H  4.886  -5.184  4.132
H  4.166  0.413  3.828
H  3.749  -1.082  2.858
H  5.710  -0.626  1.714
H  5.653  1.190  2.021
H  3.608  -0.288  0.011
H  3.967  1.525  0.144
H  5.080  0.129  -2.307
H  4.622  2.430  4.008
H  1.670  4.436  6.408
H  5.147  4.825  5.396


DFT (ωB97M-V/def2-TZVPD) results for a molecular structure, C29H38MnNO3P2Si in a non-equilibrium geometry.

Summary:
F_max, hartree/bohr: 0.0550
Charge: +2
HOMO (alpha / beta), eV: -13.668 / -13.618
2S+1: 5

Geometry (Å):
Mn  -0.108  -0.454  -0.996
P  1.170  -2.465  -0.570
C  0.426  -3.551  -1.722
C  -0.872  -3.210  -2.153
N  -1.340  -1.907  -2.002
C  -2.531  -1.559  -2.507
C  -3.377  -2.502  -3.069
C  -2.983  -3.827  -3.187
C  -1.725  -4.173  -2.744
C  -2.996  -0.130  -2.462
P  -1.564  1.007  -2.336
H  -1.341  -5.187  -2.805
H  -4.346  -2.171  -3.415
H  -3.652  -4.582  -3.593
H  -3.646  0.094  -3.318
H  -3.612  0.070  -1.576
H  1.481  -3.505  -4.099
H  0.757  -4.581  -1.921
H  2.147  -0.889  -4.811
O  1.964  -2.986  -4.774
H  2.319  -3.685  -5.364
H  1.094  0.180  -1.985
O  2.374  -0.018  -4.405
H  1.523  0.481  -4.440
C  -1.197  1.314  -4.103
H  -2.029  1.734  -4.684
H  -0.366  2.033  -4.107
H  -0.883  0.373  -4.570
C  -2.308  2.578  -1.761
H  -1.521  3.336  -1.833
H  -3.184  2.931  -2.323
H  -2.595  2.445  -0.713
C  0.907  -3.080  1.121
H  1.349  -4.076  1.247
H  1.332  -2.398  1.869
H  -0.177  -3.142  1.270
C  2.955  -2.311  -0.841
H  3.385  -1.672  -0.054
H  3.455  -3.292  -0.817
H  3.102  -1.828  -1.819
O  -0.510  -0.281  0.931
Si  0.131  0.807  1.944
C  1.196  0.033  3.250
C  0.764  0.027  4.577
C  1.606  -0.465  5.579
C  2.865  -0.975  5.257
C  3.283  -1.003  3.924
C  2.452  -0.502  2.915
C  1.206  2.136  1.182
C  0.763  2.785  0.019
C  1.556  3.766  -0.590
C  2.805  4.108  -0.052
C  3.237  3.453  1.099
C  2.444  2.495  1.724
C  -1.365  1.581  2.715
C  -1.605  2.952  2.585
C  -2.787  3.491  3.104
C  -3.718  2.663  3.739
C  -3.495  1.284  3.812
C  -2.336  0.731  3.260
H  -0.226  0.409  4.830
H  1.272  -0.446  6.613
H  3.525  -1.343  6.044
H  4.258  -1.416  3.662
H  2.792  -0.523  1.870
H  -0.196  2.505  -0.439
H  1.200  4.263  -1.500
H  3.424  4.864  -0.538
H  4.209  3.681  1.507
H  2.798  2.012  2.631
H  -0.892  3.589  2.056
H  -2.981  4.557  2.986
H  -4.626  3.093  4.161
H  -4.232  0.629  4.276
H  -2.209  -0.357  3.239